# 1
{
  "formula": "C8H8N2O",
  "method": "wB97M-V/def2-TZVPD",
  "lumo_ev": 0.509,
  "charge": 0,
  "smiles": "O=C1NCc2ccccc2N1",
  "energy_ha": -494.32298,
  "elements": ["O", "C", "N", "C", "C", "C", "C", "C", "C", "C", "N", "H", "H", "H", "H", "H", "H", "H", "H"],
  "xyz": [[-2.7837, 0.6272, 2.3825], [-2.0275, 0.2700, 1.4442], [-2.2983, 0.1315, 0.1432], [-1.4712, -0.3443, -0.9925], [-0.0669, -0.0351, -0.7918], [0.9184, 0.0544, -1.7143], [2.2376, 0.2410, -1.3600], [2.6265, -0.0933, 0.0314], [1.5640, -0.3555, 0.9872], [0.1542, -0.1301, 0.5875], [-0.6972, 0.0487, 1.7632], [-3.3662, -0.1381, -0.1643], [-1.9729, -0.0511, -1.9015], [-1.6637, -1.4417, -0.8138], [0.5184, 0.4792, -2.7056], [2.9442, 0.8709, -2.0935], [3.6637, -0.2413, 0.4316], [1.9092, -0.3151, 2.1167], [-0.1885, 0.4228, 2.6500]],
  "forces_ev_per_angstrom": [[0.6, -0.9, -2.5], [-0.4, 1.4, 4.3], [-5.0, -0.3, -2.8], [-2.1, -1.8, 1.1], [-1.8, -1.3, 3.4], [0.3, 2.7, -2.4], [2.5, 0.8, 1.0], [-2.1, -0.6, -0.3], [0.7, 2.2, -0.7], [5.4, -0.1, 3.4], [1.9, -0.1, -2.0], [3.5, 1.4, 1.9], [0.1, 0.3, -0.4], [0.8, 0.5, -1.3], [1.0, -1.2, 1.1], [-1.4, -2.2, 1.7], [-1.0, 0.6, -0.9], [-1.0, -0.6, -2.4], [-1.9, -0.9, -2.4]],
  "lowdin_charge": [-0.002, -0.579, 0.057, -0.142, -0.231, -0.096, -0.097, -0.069, -0.021, -0.149, 0.123, 0.227, 0.119, 0.146, 0.147, 0.141, 0.099, 0.132, 0.195]
}

***

# 2
{
  "formula": "C17H18ClIrN3O5",
  "method": "wB97M-V/def2-TZVPD",
  "lumo_ev": [-7.172, -11.434],
  "charge": 2,
  "spin_multiplicity": 6,
  "energy_ha": -1762.71218,
  "elements": ["Ir", "C", "C", "C", "O", "C", "O", "O", "H", "H", "H", "H", "H", "H", "H", "C", "C", "N", "C", "C", "C", "C", "C", "C", "C", "C", "N", "C", "N", "H", "H", "H", "H", "H", "H", "H", "H", "H", "Cl", "C", "C", "O", "O", "H", "H"],
  "xyz": [[11.2846, 7.1677, 6.7682], [15.2092, 7.7981, 7.2952], [14.2583, 7.1027, 6.2673], [15.0488, 7.0388, 4.9648], [13.0616, 7.8469, 6.1166], [13.8203, 5.7620, 6.8153], [14.6116, 4.8223, 6.9217], [12.5487, 5.7259, 7.1269], [14.9134, 7.5579, 8.3432], [15.2424, 8.8945, 7.0427], [16.1765, 7.3228, 7.1810], [15.6373, 6.0652, 5.0382], [15.8389, 7.7297, 4.9752], [14.4587, 7.1705, 4.0232], [13.0141, 8.6265, 5.4188], [8.1927, 4.4500, 7.0456], [9.3010, 5.1805, 6.7076], [9.9068, 6.0961, 7.5492], [9.2844, 6.4551, 8.7300], [8.2640, 5.6769, 9.1969], [7.7094, 4.6179, 8.3520], [7.7541, 5.6927, 10.5820], [7.7276, 6.7684, 11.4729], [7.3642, 8.1271, 11.0641], [7.6088, 9.1629, 11.9674], [7.7247, 10.4318, 11.4245], [7.2450, 10.6951, 10.1601], [6.8218, 9.6252, 9.4848], [6.9400, 8.3372, 9.8062], [8.0175, 3.5923, 6.4872], [9.6688, 5.1548, 5.6854], [9.7366, 7.2873, 9.1744], [6.7938, 4.0555, 8.5627], [7.3780, 4.7342, 10.8970], [7.6383, 6.5356, 12.5513], [7.7449, 8.9198, 13.0415], [8.1396, 11.3453, 11.8559], [6.5153, 9.7158, 8.4898], [9.5489, 11.8121, 5.9690], [9.5113, 10.3670, 4.8504], [10.5068, 9.3233, 5.3478], [10.0870, 8.5825, 6.3196], [11.5877, 9.2079, 4.6769], [9.8131, 10.7619, 3.8623], [8.5091, 9.9098, 4.7835]],
  "forces_ev_per_angstrom": [[3.2, -1.4, 0.3], [-1.0, -0.2, 0.3], [2.0, 0.6, 0.3], [-0.3, -2.3, -0.4], [-0.2, 3.0, -1.5], [3.5, -2.0, -0.8], [-2.3, 2.2, 0.1], [-2.2, -0.2, 0.6], [0.0, 0.7, -0.6], [0.1, -1.1, 0.5], [0.3, 0.2, -0.1], [-1.1, 0.9, -0.6], [0.8, 1.4, 0.0], [0.4, -0.5, 0.8], [-0.2, -1.8, 1.2], [1.0, 0.7, 3.1], [1.1, 1.4, 0.3], [-4.0, -0.6, 0.0], [1.3, -1.6, -2.5], [-2.4, -2.0, 1.8], [0.3, 1.0, -1.3], [0.8, -1.6, -3.5], [-1.5, 3.0, 1.6], [0.5, -3.3, 1.0], [0.3, 1.1, 0.9], [-0.3, 1.8, -0.7], [0.3, -3.9, 2.6], [0.2, -0.2, -3.0], [0.4, 2.1, 1.3], [-1.2, -1.0, -1.3], [0.5, -0.3, 0.3], [0.4, 0.9, 1.1], [0.6, 0.1, 0.8], [-0.5, 0.0, 0.2], [0.7, 0.4, -0.6], [0.3, 0.6, -0.9], [-0.1, -0.5, 0.7], [-0.8, 0.9, -1.3], [-0.2, -1.0, -0.4], [0.1, 0.5, -0.1], [2.0, 2.0, -4.4], [0.2, -0.2, 0.4], [-3.0, 0.2, 2.6], [-0.1, -0.5, 0.7], [0.3, 0.5, 0.3]],
  "mulliken_spin": [1.736, -0.002, -0.008, 0.000, -0.002, -0.007, 0.052, 0.099, 0.000, 0.000, 0.000, -0.001, 0.001, 0.000, -0.004, -0.068, 0.111, -0.022, 0.139, -0.040, 0.164, 0.617, 0.511, 0.168, 0.186, 0.068, 0.825, -0.081, 0.395, 0.000, 0.012, 0.013, 0.003, 0.024, 0.006, 0.002, 0.027, -0.005, 0.002, 0.000, -0.002, 0.047, 0.032, 0.000, 0.000]
}

***

# 3
{
  "formula": "CH2N2O2",
  "method": "wB97M-V/def2-TZVPD",
  "lumo_ev": 0.966,
  "charge": 0,
  "smiles": "N#[N+][O-].C=O",
  "energy_ha": -299.18535,
  "elements": ["N", "N", "O", "C", "O", "H", "H"],
  "xyz": [[1.7452, 1.1338, -0.4573], [1.9145, 2.1375, -0.9011], [2.1816, 3.2573, -1.2066], [-0.4955, 0.1459, 0.3205], [-0.4484, 1.2833, 0.6465], [0.0802, -0.0480, -0.6535], [-1.0628, -0.6743, 0.9425]],
  "forces_ev_per_angstrom": [[0.8, -0.3, -0.8], [0.9, 1.2, 0.7], [-0.4, -0.5, -0.4], [-0.2, -1.6, -0.9], [-0.9, 1.1, 1.3], [-1.1, -1.1, 1.1], [0.9, 1.1, -1.1]],
  "lowdin_charge": [0.226, -0.244, 0.084, -0.199, -0.042, 0.066, 0.110]
}

***

# 4
{
  "formula": "C3H7BNO3",
  "method": "wB97M-V/def2-TZVPD",
  "lumo_ev": -5.092,
  "charge": 1,
  "energy_ha": -423.57468,
  "elements": ["B", "C", "C", "C", "N", "O", "O", "O", "H", "H", "H", "H", "H", "H", "H"],
  "xyz": [[-2.8540, -0.5753, 0.6909], [2.4694, -0.9103, 0.6453], [-1.3077, -0.5506, -1.4257], [-1.2642, 1.1349, 0.1907], [-0.6211, 0.1258, -0.5888], [1.2898, -0.8803, 0.7032], [-3.0272, -1.7167, 0.4477], [-2.4802, 0.6810, 0.6453], [3.0166, -1.0924, 1.5671], [2.9512, -0.8456, -0.3319], [-2.2452, -0.0555, -1.6160], [-0.9454, -1.5024, -1.7193], [-0.6416, 1.4369, 0.9680], [-1.3835, 1.9186, -0.5372], [0.2494, -0.3421, -0.1868]],
  "forces_ev_per_angstrom": [[0.5, 2.1, 0.2], [2.1, -0.7, -0.2], [0.0, 1.5, 1.1], [-0.2, 0.7, -1.9], [0.9, -2.5, -0.1], [-2.6, 0.1, 0.6], [-0.6, -3.0, -0.4], [-1.1, 0.9, 1.0], [0.6, 0.1, 0.1], [0.6, 0.2, 0.0], [-0.5, -0.8, -1.0], [0.1, -0.6, -0.9], [1.0, 0.5, 1.4], [-0.6, 1.0, 0.3], [-0.1, 0.4, -0.3]],
  "lowdin_charge": [-0.501, -0.014, 0.216, -0.121, 0.073, 0.018, 0.241, 0.192, 0.112, 0.111, 0.141, 0.142, 0.145, 0.163, 0.083]
}

***

# 5
{
  "formula": "C4H11NOS",
  "method": "wB97M-V/def2-TZVPD",
  "lumo_ev": 0.148,
  "charge": 0,
  "energy_ha": -687.10896,
  "elements": ["O", "C", "C", "N", "H", "H", "H", "H", "H", "H", "C", "C", "S", "H", "H", "H", "H", "H"],
  "xyz": [[0.1428, -1.3992, -0.8588], [0.9188, -0.4783, -0.2643], [1.8359, 0.2523, -1.1960], [0.8114, 0.5731, -2.2844], [1.2713, -0.7043, 0.7476], [2.3079, 1.1960, -0.8884], [2.5845, -0.4066, -1.6651], [1.0936, 0.7882, -3.2593], [0.1401, -0.2562, -2.2310], [0.2297, 1.3468, -1.9404], [-1.8211, -0.8110, 1.6369], [-1.0980, 0.4791, 1.9394], [-0.2734, 1.3203, 0.4851], [-1.1736, -1.5251, 1.1132], [-2.7161, -0.6000, 0.9701], [-2.1404, -1.2074, 2.6377], [-0.3312, 0.2222, 2.7063], [-1.7820, 1.2099, 2.3514]],
  "forces_ev_per_angstrom": [[2.0, 2.6, 0.9], [-2.7, -2.1, 0.6], [-0.1, 0.5, -1.8], [-0.4, 0.6, -0.9], [0.3, 0.0, -0.3], [-0.3, -0.5, 0.3], [-0.3, 0.1, 0.3], [0.2, -0.4, 1.0], [0.6, -0.3, 0.3], [0.1, 0.0, 0.1], [-1.2, 0.0, -0.3], [1.2, -0.1, -0.3], [0.2, -1.1, 0.3], [-0.3, 0.1, 0.2], [0.9, -0.5, 0.9], [0.0, 0.0, -1.0], [-0.3, 0.6, -0.5], [0.0, 0.2, 0.1]],
  "lowdin_charge": [-0.224, -0.527, -0.179, 0.097, 0.098, 0.115, 0.127, 0.167, 0.134, 0.078, -0.194, -0.621, 0.611, 0.044, 0.088, 0.079, 0.065, 0.041]
}

***

# 6
{
  "formula": "H3INPS",
  "method": "wB97M-V/def2-TZVPD",
  "lumo_ev": -0.992,
  "charge": 0,
  "smiles": "[H]/N=S(#[PH2])\\I",
  "energy_ha": -1093.70915,
  "elements": ["H", "N", "S", "P", "I", "H", "H"],
  "xyz": [[0.0664, -2.6946, -0.1534], [-0.1153, -1.7105, -0.2650], [-0.1220, -0.8496, 0.9462], [-0.9701, 0.7670, -0.0980], [-2.2286, -1.0712, 2.4759], [0.3258, 1.6177, -0.2169], [-1.4059, 1.4814, 1.0649]],
  "forces_ev_per_angstrom": [[0.6, -0.2, 0.3], [-0.4, -1.9, -2.7], [0.3, 1.1, 2.7], [0.9, 2.5, -0.1], [0.0, -0.1, -0.1], [-1.6, -1.2, 0.2], [0.3, -0.1, -0.4]],
  "lowdin_charge": [0.001, -0.524, 0.119, 0.489, 0.163, -0.077, -0.171]
}